DFT (the ωB97M-V functional and the def2-TZVPD basis) results for an isolated molecule of C6H9N.

Each line ends with the natural charge from an NBO analysis.
Positions of all 16 atoms, in Å:
C: -1.0448 1.4450 -0.4560  -0.62
C: -0.5192 0.0839 -0.0123  0.08
C: 0.5312 -0.5519 -0.9401  -0.49
C: 1.8987 -0.6081 -0.3905  0.02
C: 3.0290 -0.7105 0.0237  -0.27
C: -0.5206 -0.4544 1.3736  -0.26
N: -1.5977 -0.8045 0.4426  -0.58
H: -0.3693 1.9426 -1.1548  0.22
H: -1.2841 2.1377 0.3579  0.22
H: -1.9735 1.2539 -1.0108  0.21
H: 0.5756 -0.0123 -1.8935  0.23
H: 0.2106 -1.5754 -1.1612  0.25
H: 4.0381 -0.8058 0.3659  0.24
H: 0.1363 -1.3077 1.5541  0.21
H: -0.7245 0.1544 2.2551  0.20
H: -2.3858 -0.1868 0.6464  0.34

Properties
- SMILES = C#CC[C@]1(C)CN1
- total charge = 0
- frontier orbital gap (eV) = 10.4199



DFT (the ωB97M-V functional and the def2-TZVPD basis) results for an isolated molecule of C6H9N.

Each line ends with the natural charge from an NBO analysis.
Positions of all 16 atoms, in Å:
C: -1.1628 0.5310 -0.8777  -0.58
C: -0.0141 0.9951 1.1111  0.13
C: -0.2477 -0.1805 0.1606  -0.23
C: -0.9874 -1.4021 0.7062  -0.59
C: 1.0945 -0.4657 -0.4809  -0.21
C: 1.9170 0.5181 -0.1272  -0.07
N: 1.2190 1.3708 0.7840  -0.59
H: -2.1404 0.7268 -0.4279  0.22
H: -1.2872 -0.0980 -1.7643  0.21
H: -0.7381 1.4923 -1.1852  0.22
H: -1.2842 -2.0547 -0.1262  0.20
H: -1.8952 -1.0904 1.2319  0.22
H: -0.3777 -1.9967 1.3935  0.21
H: 1.3356 -1.3083 -1.1209  0.22
H: 2.9384 0.7372 -0.4146  0.22
H: 1.6302 2.2250 1.1376  0.40

Properties
- total charge = 0
- frontier orbital gap (eV) = 9.3090



DFT (the ωB97M-V functional and the def2-TZVPD basis) results for a cluster of 2 separate species, C6H9N in total.

Each line ends with the natural charge from an NBO analysis.
Positions of all 16 atoms, in Å:
C: 1.3516 -2.0026 0.4681  -0.67
C: 0.1260 -1.2164 0.2497  -0.07
C: -1.0603 -1.0520 -0.1017  -0.06
C: -2.1667 -0.2863 -0.3213  -0.53
C: -0.2318 1.2132 0.4189  0.06
C: 0.3714 1.5358 -0.8650  -0.26
N: 0.3651 2.4315 0.3068  -0.60
H: 2.1957 -1.5806 -0.0906  0.22
H: 1.2240 -3.0420 0.1430  0.23
H: 1.6339 -2.0136 1.5266  0.23
H: -2.9951 -0.3013 0.3848  0.21
H: -2.4101 0.0409 -1.3304  0.21
H: -0.6911 0.6902 1.2267  0.27
H: -0.2234 1.8880 -1.7055  0.20
H: 1.2989 1.0308 -1.1265  0.19
H: 1.2118 2.6643 0.8164  0.38

Properties
- total charge = 0
- frontier orbital gap (alpha / beta) (eV) = 7.7432 / 7.7292



DFT (the ωB97M-V functional and the def2-TZVPD basis) results for an isolated molecule of C6H9N.

Each line ends with the natural charge from an NBO analysis.
Positions of all 16 atoms, in Å:
C: 1.1028 -0.3525 0.3539  0.45
C: 0.7147 2.5003 -1.2644  -0.46
C: 1.4480 -1.7545 0.7567  -0.39
C: -0.0915 1.5587 -0.6718  0.15
C: 0.3856 -2.4213 1.5756  -0.64
C: -1.5498 1.7371 -0.5517  -0.64
N: 0.4681 0.3521 -0.3883  -0.44
H: 1.7684 2.2309 -1.3587  0.20
H: 0.4681 3.4347 -1.7998  0.21
H: 2.5442 -2.1213 1.0140  0.24
H: 0.3581 -3.3249 0.9915  0.22
H: -0.6323 -2.0191 1.5909  0.21
H: 0.5261 -2.6798 2.5581  0.21
H: -1.7397 2.9359 -0.6971  0.24
H: -2.0068 1.1336 -1.3218  0.23
H: -1.9330 1.2850 0.4077  0.22

Properties
- SMILES = C=C(C)N=C=CC
- total charge = 0
- frontier orbital gap (eV) = 8.0533



DFT (the ωB97M-V functional and the def2-TZVPD basis) results for an isolated molecule of C6H9N.

Each line ends with the natural charge from an NBO analysis.
Positions of all 16 atoms, in Å:
C: 1.7455 0.0556 -0.1091  -0.40
N: 0.3461 0.4893 -0.1409  -0.26
C: -0.3851 0.2863 1.1334  -0.14
C: -0.4031 1.6732 0.5537  -0.39
C: -0.4528 -0.1027 -1.2443  -0.25
C: -1.4504 -0.9717 -0.5174  -0.21
C: -1.4323 -0.7244 0.7903  -0.19
H: 1.7735 -1.0369 0.0024  0.20
H: 2.2533 0.3323 -1.0365  0.21
H: 2.2540 0.5161 0.7396  0.22
H: 0.2718 0.0165 1.9682  0.19
H: 0.3790 2.2537 1.0694  0.14
H: -0.9414 0.7261 -1.7622  0.24
H: 0.1956 -0.6413 -1.9458  0.20
H: -2.1040 -1.6624 -1.0386  0.22
H: -2.0496 -1.2098 1.5379  0.22

Properties
- total charge = 0
- frontier orbital gap (eV) = 8.1803



DFT (the ωB97M-V functional and the def2-TZVPD basis) results for a cluster of 2 separate species, C6H9N in total.

Each line ends with the natural charge from an NBO analysis.
Positions of all 16 atoms, in Å:
C: -0.2755 0.3376 -1.4132  -0.03
C: 0.8220 0.4855 -2.1041  -0.41
C: -0.1110 0.1367 1.5682  0.44
C: -1.4459 -0.5641 -1.1974  -0.47
C: -1.0652 0.5735 -0.2873  -0.28
C: 1.1680 -0.5368 1.3244  -0.74
N: -0.8345 0.5780 2.4586  -0.64
H: 1.6188 1.2478 -1.8895  0.19
H: 1.1403 -0.0722 -2.8590  0.19
H: -2.2478 -0.2947 -1.8920  0.22
H: -1.2466 -1.6377 -0.9844  0.22
H: -1.6319 1.4650 0.0902  0.24
H: 1.0952 -1.6507 1.4335  0.25
H: 1.8333 -0.2105 2.0856  0.23
H: 1.5892 -0.3086 0.3424  0.26
H: -0.4083 0.4511 3.3241  0.34

Properties
- total charge = 0
- frontier orbital gap (eV) = 8.8687



DFT (the ωB97M-V functional and the def2-TZVPD basis) results for an isolated molecule of C6H9N.

Each line ends with the natural charge from an NBO analysis.
Positions of all 16 atoms, in Å:
C: -1.8301 1.2273 0.0744  -0.77
C: -0.8035 0.4199 -0.6300  0.28
C: 0.0186 -0.4913 0.0118  -0.10
C: -0.9478 -1.6555 0.2623  -0.61
C: 1.3569 -0.6116 0.2300  -0.38
C: 2.2977 0.3874 -0.2313  0.11
N: 1.9130 1.5062 -0.7287  -0.66
H: -2.8171 1.0698 -0.3854  0.25
H: -1.5679 2.2644 -0.1689  0.29
H: -1.9129 1.1261 1.1681  0.20
H: -0.8432 -2.3791 -0.5466  0.24
H: -2.0022 -1.3617 0.3083  0.22
H: -0.6801 -2.1021 1.2185  0.24
H: 1.7400 -1.5291 0.6683  0.21
H: 3.3612 0.0998 -0.1699  0.16
H: 2.7174 2.0296 -1.0809  0.34

Properties
- total charge = 0
- frontier orbital gap (eV) = 7.7776



DFT (the ωB97M-V functional and the def2-TZVPD basis) results for an isolated molecule of C6H9N.

Each line ends with the natural charge from an NBO analysis.
Positions of all 16 atoms, in Å:
C: -1.7464 -0.2463 -1.8714  -0.65
C: -0.7100 -0.2398 -0.7971  0.15
C: -0.2649 0.7218 0.0184  -0.25
C: 0.6884 0.0715 0.9781  -0.38
C: 1.7670 0.8897 1.6687  -0.59
C: 0.9271 -1.3365 0.4928  0.09
N: -0.0104 -1.4337 -0.4562  -0.58
H: -2.5902 -0.8948 -1.6051  0.22
H: -2.1373 0.7618 -2.0278  0.23
H: -1.3362 -0.6089 -2.8209  0.22
H: -0.5662 1.7632 0.0040  0.22
H: 2.3672 0.2381 2.3097  0.23
H: 1.3066 1.6612 2.2987  0.21
H: 2.4350 1.3913 0.9614  0.21
H: 0.0667 -0.3760 1.7919  0.27
H: -0.2338 -2.3178 -0.8934  0.40

Properties
- total charge = 0
- frontier orbital gap (eV) = 9.2107



DFT (the ωB97M-V functional and the def2-TZVPD basis) results for an isolated molecule of C6H9N.

Each line ends with the natural charge from an NBO analysis.
Positions of all 16 atoms, in Å:
C: -0.4423 1.6032 0.1764  -0.69
C: -0.4368 0.1337 -0.1177  0.49
C: 0.4461 -0.3659 -1.2453  -0.55
C: 1.8175 -0.4472 -0.5904  -0.22
C: 1.4798 -0.6063 0.6889  -0.33
C: -0.1336 -1.0504 1.2046  -0.35
N: -1.4134 -0.6522 0.4320  -0.58
H: 0.4519 2.0880 -0.2129  0.26
H: -0.5288 1.8071 1.2493  0.23
H: -1.3286 2.0211 -0.3175  0.24
H: 0.3726 0.3514 -2.0732  0.23
H: 0.0999 -1.3345 -1.6234  0.23
H: 2.0375 -0.6589 1.6264  0.21
H: -0.0672 -2.1326 1.1772  0.24
H: -0.2123 -0.6348 2.2076  0.22
H: -2.0421 -0.1152 1.0367  0.36

Properties
- total charge = 0
- frontier orbital gap (eV) = 7.6000



DFT (the ωB97M-V functional and the def2-TZVPD basis) results for an isolated molecule of C6H9N.

Each line ends with the natural charge from an NBO analysis.
Positions of all 16 atoms, in Å:
C: -1.0165 0.9150 2.2548  -0.63
C: -0.3281 0.3155 1.0713  -0.08
C: 0.1543 -0.9735 0.9774  -0.09
N: 0.5740 -1.2119 -0.3114  -0.51
C: 0.4116 -0.0779 -1.0723  0.13
C: -0.1754 0.8498 -0.2285  -0.31
C: 0.4634 0.1994 -2.5660  -0.63
H: -1.9918 1.3668 2.0600  0.22
H: -0.3988 1.7621 2.5694  0.21
H: -1.0923 0.2351 3.1006  0.21
H: 0.2111 -1.7951 1.6726  0.20
H: 0.6354 -2.1486 -0.6808  0.41
H: -0.5060 1.7701 -0.6883  0.21
H: -0.1718 1.0354 -2.8432  0.23
H: 0.1203 -0.6964 -3.0879  0.21
H: 1.4771 0.4767 -2.8598  0.22

Properties
- SMILES = Cc1c[nH]c(C)c1
- total charge = 0
- frontier orbital gap (eV) = 8.8432



DFT (the ωB97M-V functional and the def2-TZVPD basis) results for a structure of composition C6H9N.

Each line ends with the natural charge from an NBO analysis.
Positions of all 16 atoms, in Å:
C: 1.2616 1.2464 0.1705  -0.64
C: 0.8761 -0.1035 -0.3905  -0.14
C: -1.0253 -0.5910 1.1950  -0.31
C: -1.9144 -0.1510 0.2422  -0.40
C: -0.3860 -0.2366 -1.0511  -0.37
C: 1.9061 -1.0674 -0.5699  0.24
N: 2.7842 -1.8233 -0.6892  -0.34
H: 1.8515 1.8517 -0.5305  0.23
H: 1.8379 1.1384 1.0949  0.23
H: 0.3502 1.8117 0.4134  0.21
H: -0.5441 0.0907 1.9125  0.20
H: -0.7808 -1.6534 1.3177  0.20
H: -2.6295 -0.8499 -0.2037  0.23
H: -2.2367 0.8974 0.2820  0.21
H: -0.5716 -1.1895 -1.5691  0.22
H: -0.7793 0.6293 -1.6243  0.23

Properties
- total charge = 0
- frontier orbital gap (alpha / beta) (eV) = 6.2668 / 7.9933



DFT (the ωB97M-V functional and the def2-TZVPD basis) results for an isolated molecule of C6H9N.

Each line ends with the natural charge from an NBO analysis.
Positions of all 16 atoms, in Å:
C: -1.7985 0.8349 -0.8257  -0.59
C: -0.4142 0.2039 -0.6388  -0.33
C: -0.0243 0.0339 0.8488  -0.40
C: 0.8850 -1.1813 1.0618  -0.59
C: 2.2239 -1.3123 0.4877  -0.02
C: 0.6075 1.0044 -1.3356  0.28
N: 1.4027 1.6648 -1.8563  -0.32
H: -2.0411 0.9413 -1.8867  0.23
H: -1.8481 1.8235 -0.3591  0.22
H: -2.5530 0.1925 -0.3608  0.21
H: -0.9438 -0.0896 1.4336  0.22
H: 0.4633 0.9487 1.2056  0.22
H: 1.3299 -1.1597 2.0934  0.30
H: 0.3151 -2.1202 1.0459  0.22
H: 2.5785 -0.2790 0.2747  0.10
H: -0.4202 -0.7855 -1.1152  0.24

Properties
- total charge = 0
- frontier orbital gap (eV) = 8.6763



Max |F|: 0.767 0.502 0.423 4.951 0.318 5.605 0.320 0.480 0.718 2.247 3.022 1.127 (eV/Å)
Energy relative to the best compared isomer or geometry (same formula, charge and spin): 74.4 56.5 161.1 101.6 99.9 117.8 100.6 54.2 148.0 12.6 113.1 100.9 (kcal per mole)